1.
{"formula": "C39H33Cl3N5PRuSSi", "method": "ωB97M-V with the def2-TZVPD basis set", "orbital_gap_ev": [5.720, 5.010], "s2": 8.8249, "multiplicity": 6, "e_tot_ha": -4284.175798, "de_lowest_kcal_mol": 10.3, "total_charge": 1, "fmax_ha_per_bohr": 0.056, "species": ["Ru", "N", "C", "C", "C", "C", "C", "C", "P", "C", "C", "C", "C", "C", "C", "C", "C", "C", "C", "C", "C", "H", "H", "H", "H", "H", "H", "H", "H", "H", "H", "H", "H", "H", "H", "H", "H", "C", "C", "C", "C", "C", "C", "N", "N", "C", "C", "C", "C", "C", "N", "H", "H", "H", "H", "H", "H", "H", "H", "H", "C", "C", "C", "C", "C", "C", "C", "C", "C", "S", "C", "N", "H", "H", "H", "H", "H", "H", "H", "H", "Cl", "Si", "Cl", "Cl"], "coordinates": [[0.054, 1.747, 0.068], [-2.293, 1.856, 1.598], [-3.219, 0.807, 1.406], [-4.594, 0.994, 1.495], [-5.445, -0.087, 1.344], [-4.935, -1.352, 1.101], [-3.572, -1.536, 0.945], [-2.713, -0.452, 1.063], [-0.899, -0.551, 0.821], [-0.582, -1.305, 2.475], [-0.667, -2.685, 2.642], [-0.560, -3.249, 3.899], [-0.396, -2.451, 5.019], [-0.358, -1.075, 4.869], [-0.454, -0.509, 3.610], [-0.648, -1.957, -0.309], [0.475, -2.773, -0.166], [0.698, -3.803, -1.063], [-0.172, -4.012, -2.122], [-1.273, -3.187, -2.282], [-1.511, -2.165, -1.381], [-2.737, 2.776, 1.609], [-1.778, 1.754, 2.471], [-4.986, 1.982, 1.691], [-6.513, 0.045, 1.431], [-5.608, -2.191, 1.014], [-3.183, -2.517, 0.719], [-0.826, -3.324, 1.788], [-0.625, -4.322, 3.995], [-0.324, -2.895, 5.999], [-0.271, -0.433, 5.731], [-0.421, 0.568, 3.522], [1.148, -2.618, 0.667], [1.552, -4.449, -0.933], [0.012, -4.816, -2.819], [-1.954, -3.338, -3.105], [-2.377, -1.531, -1.502], [-3.650, -0.108, -3.728], [-3.681, 0.356, -2.420], [-2.569, 0.963, -1.874], [-1.404, 1.118, -2.634], [-1.386, 0.669, -3.965], [-2.501, 0.059, -4.491], [-0.303, 1.704, -2.068], [0.491, 2.354, -2.856], [1.664, 2.831, -2.470], [2.408, 3.630, -3.371], [3.612, 4.144, -2.962], [4.078, 3.854, -1.676], [3.280, 3.089, -0.841], [2.115, 2.590, -1.209], [-4.517, -0.579, -4.165], [-4.568, 0.236, -1.815], [-2.589, 1.373, -0.871], [-0.491, 0.812, -4.551], [-2.480, -0.290, -5.512], [1.990, 3.836, -4.342], [4.191, 4.769, -3.624], [5.022, 4.237, -1.326], [3.587, 2.882, 0.178], [1.740, -0.621, -2.335], [2.454, -0.700, -1.031], [3.557, -1.576, -0.926], [4.214, -1.707, 0.262], [3.792, -0.942, 1.368], [4.396, -1.068, 2.633], [3.962, -0.306, 3.687], [2.936, 0.616, 3.501], [2.322, 0.765, 2.268], [1.079, 1.962, 2.133], [2.709, -0.039, 1.164], [2.052, 0.042, -0.017], [1.828, -1.556, -2.881], [2.181, 0.167, -2.946], [0.686, -0.399, -2.180], [3.849, -2.147, -1.793], [5.043, -2.390, 0.373], [5.197, -1.782, 2.759], [4.415, -0.400, 4.662], [2.596, 1.229, 4.322], [-0.642, 5.092, -1.782], [-0.289, 4.179, 0.038], [-1.810, 4.932, 1.253], [1.388, 5.176, 0.750]], "forces_ev_per_angstrom": [[0.6, -0.2, -0.6], [0.2, 0.7, 0.1], [-0.3, -0.8, -0.2], [0.2, 0.0, 0.0], [0.0, 0.0, 0.0], [-0.1, -0.1, 0.0], [0.0, 0.1, 0.1], [0.2, 0.4, -0.2], [-0.6, -0.6, 0.2], [0.3, 0.1, -0.1], [0.0, 0.0, -0.1], [-0.1, -0.1, 0.0], [0.0, 0.0, 0.0], [-0.1, 0.1, 0.1], [0.0, 0.0, -0.1], [0.1, 0.2, -0.1], [-0.2, 0.1, 0.0], [0.1, 0.0, 0.0], [0.0, 0.0, 0.0], [0.0, -0.1, -0.1], [-0.1, 0.1, 0.1], [0.2, -0.2, 0.0], [-0.2, 0.1, -0.1], [-0.1, 0.1, 0.1], [-0.1, 0.1, 0.0], [0.0, -0.1, 0.0], [0.0, -0.1, 0.0], [0.0, -0.1, 0.0], [0.0, -0.1, 0.1], [0.0, 0.0, 0.1], [0.0, 0.0, 0.1], [0.0, 0.0, 0.1], [0.1, -0.1, 0.0], [0.1, -0.1, 0.0], [0.0, -0.1, -0.1], [-0.1, 0.0, -0.1], [0.0, 0.0, -0.1], [-0.1, 0.0, 0.0], [-0.1, -0.1, 0.0], [0.5, 0.3, -0.2], [-1.1, -0.4, -0.7], [0.2, 0.2, 0.4], [-0.2, -0.1, 0.0], [1.0, 0.1, 2.7], [-0.7, 0.1, -2.1], [0.8, 0.2, 0.8], [-0.1, -0.2, 0.2], [0.0, -0.2, 0.2], [-0.1, -0.1, 0.0], [0.6, 0.2, 0.1], [-1.1, 0.2, -0.3], [-0.1, 0.0, 0.0], [-0.1, 0.0, 0.0], [-0.1, 0.0, -0.1], [0.0, 0.0, 0.0], [0.0, 0.0, -0.1], [0.0, 0.0, -0.1], [0.1, 0.1, -0.1], [0.1, 0.0, 0.1], [0.0, 0.0, 0.1], [-0.2, 0.0, 0.0], [0.1, 0.0, -0.1], [0.3, 0.0, 0.4], [-0.2, 0.0, -0.3], [-0.4, 0.2, -0.2], [-0.1, 0.1, 0.1], [0.1, -0.1, 0.1], [0.0, 0.1, -0.1], [-0.3, 0.4, -0.1], [0.0, -0.1, 0.0], [0.6, -0.5, 0.2], [-0.3, 0.2, 0.1], [0.0, -0.1, 0.0], [0.0, 0.1, 0.0], [0.1, 0.0, -0.1], [0.0, -0.1, -0.1], [0.1, -0.1, 0.0], [0.1, 0.0, 0.0], [0.0, 0.0, 0.1], [0.0, 0.1, 0.1], [-0.1, -0.3, 0.3], [0.3, 0.9, -0.2], [0.1, -0.1, -0.1], [-0.2, -0.1, 0.1]], "mulliken_spin": [2.753, 0.137, -0.030, 0.018, 0.000, 0.006, 0.009, -0.039, 0.093, 0.012, 0.008, -0.001, 0.003, 0.006, 0.039, 0.037, 0.014, -0.004, 0.007, 0.001, 0.015, 0.008, -0.016, -0.001, 0.000, 0.000, 0.001, 0.001, 0.000, 0.001, 0.001, -0.019, 0.002, 0.000, 0.000, -0.001, -0.004, 0.077, -0.038, 0.136, -0.132, 0.092, -0.034, 0.303, 0.423, -0.080, 0.141, -0.036, 0.139, 0.002, 0.142, 0.004, 0.000, -0.041, 0.005, 0.000, 0.001, -0.001, 0.008, 0.012, 0.016, 0.003, -0.006, 0.001, -0.033, 0.143, -0.034, 0.101, 0.022, 0.489, 0.053, 0.047, -0.002, 0.002, 0.008, 0.001, -0.001, 0.003, 0.001, -0.006, 0.004, -0.001, 0.001, 0.008]}

=====

2.
{"formula": "C39H33F6N3O6S4Sb2Sn", "method": "ωB97M-V with the def2-TZVPD basis set", "orbital_gap_ev": 6.645, "multiplicity": 1, "e_tot_ha": -5008.501554, "de_lowest_kcal_mol": 28.1, "total_charge": -2, "fmax_ha_per_bohr": 0.046, "species": ["Sn", "C", "C", "C", "Sb", "C", "C", "C", "C", "C", "C", "C", "C", "C", "C", "C", "C", "Sb", "C", "C", "C", "C", "C", "C", "C", "C", "C", "C", "C", "C", "H", "H", "H", "H", "H", "H", "H", "H", "H", "H", "H", "H", "H", "H", "H", "H", "H", "H", "H", "H", "H", "H", "H", "H", "H", "H", "O", "C", "O", "C", "C", "C", "C", "C", "C", "S", "H", "H", "H", "H", "C", "C", "N", "H", "H", "H", "S", "C", "N", "F", "C", "F", "F", "S", "O", "O", "N", "S", "O", "O", "C", "F", "F", "F"], "coordinates": [[-0.651, 0.768, -1.422], [1.169, -0.146, 3.042], [0.378, -1.134, 3.890], [-1.022, -1.437, 3.393], [-1.118, -2.060, 1.284], [-0.499, -4.089, 1.887], [0.667, -4.620, 1.354], [1.137, -5.858, 1.761], [0.444, -6.585, 2.713], [-0.739, -6.080, 3.227], [-1.206, -4.844, 2.812], [-3.228, -2.611, 1.373], [-4.032, -2.607, 2.504], [-5.364, -2.984, 2.426], [-5.916, -3.350, 1.210], [-5.123, -3.341, 0.074], [-3.790, -2.983, 0.160], [2.337, -1.091, 1.467], [4.010, -1.461, 2.870], [5.270, -0.919, 2.647], [6.274, -1.026, 3.595], [6.038, -1.688, 4.789], [4.807, -2.284, 4.999], [3.813, -2.182, 4.040], [3.348, 0.666, 0.750], [3.759, 1.696, 1.579], [4.508, 2.746, 1.080], [4.867, 2.764, -0.256], [4.434, 1.754, -1.096], [3.675, 0.713, -0.593], [1.869, 0.408, 3.670], [0.515, 0.566, 2.545], [0.312, -0.733, 4.913], [0.920, -2.082, 3.965], [-1.658, -0.557, 3.480], [-1.441, -2.231, 4.012], [1.210, -4.059, 0.601], [2.049, -6.252, 1.334], [0.821, -7.541, 3.054], [-1.298, -6.652, 3.957], [-2.141, -4.464, 3.205], [-3.628, -2.304, 3.462], [-5.977, -2.991, 3.321], [-6.959, -3.637, 1.147], [-5.540, -3.605, -0.888], [-3.181, -2.950, -0.733], [5.465, -0.388, 1.725], [7.241, -0.577, 3.408], [6.804, -1.732, 5.551], [4.613, -2.821, 5.919], [2.863, -2.669, 4.212], [3.497, 1.679, 2.629], [4.799, 3.569, 1.718], [5.466, 3.577, -0.641], [4.677, 1.772, -2.148], [3.337, -0.071, -1.254], [-4.401, 2.533, -2.028], [-3.603, 1.693, -2.421], [-2.323, 1.880, -2.393], [-4.128, 0.431, -3.048], [-5.352, 0.564, -3.700], [-5.952, -0.485, -4.368], [-5.308, -1.715, -4.393], [-4.115, -1.872, -3.727], [-3.504, -0.822, -3.033], [-2.048, -1.262, -2.170], [-5.824, 1.537, -3.673], [-6.900, -0.348, -4.872], [-5.742, -2.549, -4.928], [-3.603, -2.821, -3.722], [-1.703, 2.545, 2.898], [-1.996, 1.546, 1.912], [-2.241, 0.718, 1.162], [-0.675, 2.880, 2.752], [-1.815, 2.122, 3.897], [-2.379, 3.388, 2.770], [2.931, -1.936, -3.455], [1.774, -0.903, -3.118], [0.933, -0.115, -2.866], [-1.735, 3.509, -0.034], [-0.641, 4.264, -0.060], [-0.743, 5.101, -1.077], [-0.662, 4.965, 1.085], [0.904, 3.215, -0.137], [1.084, 2.908, -1.517], [0.596, 2.122, 0.741], [2.043, 4.071, 0.478], [2.418, 5.480, -0.106], [3.689, 5.903, 0.398], [1.346, 6.427, -0.002], [2.681, 5.358, -1.970], [1.536, 5.370, -2.638], [3.347, 6.473, -2.331], [3.419, 4.335, -2.381]], "forces_ev_per_angstrom": [[-1.2, -0.9, -0.8], [0.2, 0.0, -0.1], [0.2, -0.1, 0.2], [-0.1, 0.0, -0.3], [-0.6, -0.7, 0.7], [-0.1, 0.6, -0.3], [0.1, 0.1, -0.2], [0.2, -0.1, 0.0], [0.1, -0.1, 0.0], [-0.1, -0.1, 0.1], [-0.1, 0.0, 0.1], [0.5, 0.3, -0.1], [0.2, 0.1, 0.1], [-0.2, 0.0, 0.2], [-0.1, 0.0, 0.0], [-0.1, -0.1, -0.1], [0.0, -0.1, -0.1], [0.8, 0.4, 0.4], [-0.4, 0.0, -0.4], [0.0, 0.1, -0.2], [0.2, 0.0, 0.1], [0.1, 0.0, 0.1], [0.0, -0.1, 0.2], [-0.2, -0.1, 0.0], [-0.3, -0.4, 0.1], [0.1, 0.1, 0.3], [0.2, -0.1, 0.2], [0.2, -0.1, -0.1], [0.2, 0.1, -0.1], [-0.1, -0.2, -0.2], [0.1, 0.0, -0.1], [0.0, 0.1, 0.0], [0.0, -0.1, 0.0], [0.0, 0.0, 0.1], [-0.1, 0.0, 0.0], [-0.2, -0.1, -0.1], [0.1, 0.0, 0.0], [0.1, 0.0, 0.0], [0.0, 0.0, 0.0], [0.0, 0.0, 0.0], [0.0, 0.0, 0.1], [0.0, 0.0, 0.0], [0.0, 0.0, 0.0], [0.0, 0.0, 0.0], [-0.1, 0.0, -0.1], [-0.1, -0.1, -0.1], [0.0, 0.1, 0.0], [0.0, 0.0, 0.0], [0.1, -0.1, 0.0], [0.0, 0.0, 0.0], [0.0, 0.0, 0.1], [0.0, 0.1, 0.1], [0.0, 0.0, 0.1], [0.0, 0.1, 0.0], [0.0, 0.0, -0.1], [0.0, -0.1, -0.2], [-0.3, 0.1, 0.0], [0.4, 0.3, 0.3], [0.7, -0.4, 0.0], [-0.2, -0.1, -0.1], [-0.1, 0.1, -0.1], [0.0, 0.0, -0.1], [-0.2, 0.0, 0.0], [0.1, -0.1, 0.0], [0.1, 0.1, 0.1], [0.2, -0.2, -0.1], [0.0, 0.0, 0.1], [0.0, 0.0, 0.0], [0.0, -0.1, 0.0], [0.0, -0.2, -0.1], [0.2, 0.5, 0.3], [-0.3, -0.4, -0.1], [-0.2, -0.2, -0.2], [0.0, 0.0, 0.1], [0.0, 0.0, 0.0], [0.0, 0.1, 0.1], [1.2, -1.1, -0.3], [-1.7, 1.6, 0.5], [0.4, -0.3, -0.3], [0.0, -0.3, -0.2], [-0.4, 0.3, 0.2], [0.0, -0.1, -0.2], [0.2, 0.1, 0.2], [-0.4, 0.3, 0.9], [0.1, 0.0, -1.0], [0.2, 0.4, 0.7], [0.1, 0.3, -0.2], [0.1, 0.8, -0.1], [0.4, -0.4, 0.1], [-0.1, 0.1, -0.2], [0.2, 0.4, -0.2], [-0.1, -0.1, 0.1], [0.0, 0.2, 0.2], [-0.1, -0.2, 0.2]], "mulliken_charge": [2.315, -0.367, -0.191, -1.247, 0.162, 0.412, -0.529, -0.755, -0.395, -0.690, -0.194, 0.638, -0.164, -0.619, -0.472, -0.618, -0.742, 1.172, 0.163, -0.231, -0.725, -0.348, -0.639, -0.445, -0.512, 0.243, -0.694, -0.398, -0.485, -0.291, 0.590, -0.388, 0.292, -0.206, 0.473, 0.763, 0.539, 0.396, 0.362, 0.377, 0.275, 0.262, 0.376, 0.353, 0.415, 0.285, 0.474, 0.387, 0.342, 0.386, 0.269, 0.204, 0.370, 0.319, 0.398, -0.037, -0.686, 0.198, -0.739, 0.208, -0.605, -0.533, -0.561, -0.921, 0.934, -0.558, 0.427, 0.361, 0.348, 0.485, -1.081, 0.501, -0.213, 0.155, 0.405, 0.403, -0.580, 0.492, -0.688, -0.116, 0.307, -0.167, -0.232, 0.221, -0.683, -0.138, -0.113, 0.835, -0.675, -0.642, 0.649, -0.175, -0.281, -0.172]}